Record 1
{
  "formula": "C33H37ClF4N6O3RuS2",
  "method": "the ωB97M-V functional and the def2-TZVPD basis",
  "elements": ["Ru", "Cl", "S", "S", "F", "F", "F", "F", "O", "O", "O", "N", "N", "N", "N", "N", "N", "C", "C", "C", "C", "C", "C", "C", "C", "C", "C", "C", "C", "C", "C", "C", "C", "C", "C", "C", "C", "C", "C", "C", "C", "C", "C", "C", "C", "C", "C", "C", "C", "C", "H", "H", "H", "H", "H", "H", "H", "H", "H", "H", "H", "H", "H", "H", "H", "H", "H", "H", "H", "H", "H", "H", "H", "H", "H", "H", "H", "H", "H", "H", "H", "H", "H", "H", "H", "H", "H"],
  "positions_angstrom": [[-1.281, -0.947, -0.646], [3.459, -0.371, 4.525], [-3.806, -0.463, 0.216], [-1.548, -2.786, 2.731], [2.233, -6.399, 1.092], [3.566, -1.896, 1.019], [-0.002, -5.813, -0.183], [1.331, -1.257, -0.318], [-1.022, -2.102, 3.868], [2.174, 5.831, -1.641], [-0.778, -3.849, 2.146], [-0.136, 3.016, -1.829], [-0.953, 0.995, -1.823], [-0.536, -3.039, -0.912], [-1.449, 3.157, -1.544], [-1.915, -1.671, 1.520], [-2.422, -1.898, -2.770], [0.657, 3.873, 1.275], [0.151, 1.725, -1.971], [3.084, 2.300, -0.568], [2.484, 3.113, 2.845], [-3.772, -4.207, 3.842], [3.138, 2.155, 3.598], [3.291, 3.334, -2.848], [-5.410, -2.617, 2.180], [0.670, 4.223, -1.983], [4.429, 4.355, -0.920], [-1.780, -3.210, -2.937], [-1.910, 1.937, -1.543], [1.898, 4.540, -1.091], [2.672, 0.849, 3.589], [2.937, -4.166, 1.097], [0.906, 1.495, 2.104], [1.369, 2.802, 2.067], [-2.127, -1.047, -3.930], [3.146, 3.622, -1.346], [1.546, -2.530, 0.055], [1.528, 4.797, 0.398], [-3.215, -1.551, 1.370], [2.010, -5.135, 0.751], [0.554, -3.493, -0.307], [-4.036, -2.449, 2.200], [1.551, 0.519, 2.847], [-3.874, -2.069, -2.664], [-5.960, -3.591, 3.003], [-5.155, -4.370, 3.827], [0.857, -4.835, 0.062], [2.688, -2.848, 0.731], [-1.501, -3.879, -1.593], [-3.241, -3.246, 3.012], [-5.601, -5.126, 4.459], [-7.030, -3.749, 3.000], [-4.270, -2.542, -3.572], [2.855, 4.131, 2.868], [-1.148, -4.891, -1.762], [2.517, 2.664, -3.229], [3.259, 4.264, -3.418], [-1.063, -0.823, -3.968], [4.254, 2.858, -3.035], [1.182, -0.496, 2.878], [2.072, 1.924, -0.434], [-2.399, -3.868, -3.558], [1.013, 4.278, -3.013], [1.106, 1.329, -2.274], [2.461, 4.983, 0.935], [-0.026, 5.044, -1.836], [-2.673, -0.111, -3.843], [4.680, 5.167, -1.604], [5.257, 3.646, -0.942], [4.003, 2.415, 4.194], [3.828, -4.438, 1.645], [-4.356, -1.104, -2.539], [0.007, 1.228, 1.556], [3.663, 1.536, -1.092], [3.517, 2.409, 0.425], [0.184, 4.528, 2.012], [-6.021, -1.998, 1.537], [-2.947, 1.706, -1.379], [-2.417, -3.936, -0.994], [-0.822, -3.065, -3.438], [-2.419, -1.544, -4.863], [-3.143, -4.811, 4.482], [1.003, 5.752, 0.351], [-0.169, 3.439, 0.710], [-4.133, -2.680, -1.802], [4.367, 4.749, 0.097], [2.906, 6.229, -1.159]],
  "orbital_gap_ev": [7.97, 5.46],
  "multiplicity": 6,
  "total_charge": 1
}

***

Record 2
{
  "formula": "C33H37ClO2Si2Sn",
  "method": "the ωB97M-V functional and the def2-TZVPD basis",
  "elements": ["Sn", "Cl", "Si", "Si", "O", "O", "C", "C", "C", "C", "C", "C", "C", "C", "C", "C", "C", "C", "C", "C", "C", "C", "C", "C", "C", "C", "C", "C", "C", "C", "C", "C", "C", "C", "C", "C", "C", "C", "C", "H", "H", "H", "H", "H", "H", "H", "H", "H", "H", "H", "H", "H", "H", "H", "H", "H", "H", "H", "H", "H", "H", "H", "H", "H", "H", "H", "H", "H", "H", "H", "H", "H", "H", "H", "H", "H"],
  "positions_angstrom": [[-0.300, 1.055, -0.230], [-1.050, 3.877, 2.444], [0.400, 6.608, -1.262], [-1.029, 4.691, 0.324], [-0.439, 0.418, 2.360], [-2.038, -0.795, 0.641], [3.611, 8.177, 0.638], [3.564, 4.607, -0.967], [-2.126, 7.897, -4.543], [1.713, 0.639, -2.236], [-3.348, 4.241, -3.682], [-3.207, 8.474, -3.866], [1.280, 5.090, -1.761], [3.093, 4.249, 0.303], [0.487, -0.373, 3.121], [-0.961, 7.333, -2.429], [-3.923, 4.838, -2.551], [1.552, 7.873, -0.561], [2.313, 7.685, 0.605], [-1.380, 3.690, -2.396], [1.727, -0.227, -0.081], [-2.703, -1.746, -0.170], [0.802, 4.896, -0.326], [-1.026, 7.348, -3.846], [-2.123, 3.587, -3.574], [-2.531, -0.791, 1.988], [-1.926, 4.340, -1.280], [4.060, 9.018, -0.383], [-2.050, 7.976, -1.797], [0.769, -0.996, -0.885], [-1.794, 0.259, 2.802], [3.159, 9.474, -1.352], [2.297, 0.769, -0.950], [1.882, 8.920, -1.436], [0.768, -0.428, -2.207], [-3.144, 8.555, -2.470], [1.752, 4.389, 0.625], [-3.224, 4.838, -1.342], [2.710, 5.073, -1.936], [-2.279, 1.231, 2.682], [3.456, 10.242, -2.065], [1.487, 0.054, 2.953], [1.152, 9.225, -2.191], [-2.517, -2.750, 0.216], [1.908, 7.097, 1.430], [3.074, 5.367, -2.914], [-2.296, -1.643, -1.173], [0.240, -0.318, 4.200], [-3.634, 5.319, -0.441], [-3.783, -1.563, -0.173], [-2.363, -1.779, 2.444], [-2.037, 8.020, -0.709], [4.626, 4.462, -1.186], [4.276, 7.878, 1.452], [-1.839, -0.011, 3.870], [0.199, -0.802, -3.060], [0.459, -1.433, 2.792], [-0.357, 3.293, -2.371], [3.796, 3.865, 1.048], [-0.199, 6.947, -4.431], [-3.860, 4.311, -4.636], [-3.958, 9.037, -1.911], [3.105, 1.454, -0.680], [1.992, 1.223, -3.121], [-1.713, 3.041, -4.423], [1.412, 4.082, 1.618], [-4.089, 8.845, -4.397], [5.100, 9.357, -0.397], [-0.710, 3.136, 0.183], [-2.171, 7.868, -5.643], [-3.616, -0.579, 2.000], [2.100, -0.520, 0.896], [0.687, 4.923, -2.688], [-1.990, 5.533, 1.032], [-4.890, 5.332, -2.610], [0.336, -1.959, -0.593]],
  "orbital_gap_ev": 5.81,
  "multiplicity": 1,
  "e_above_lowest_kj_mol": 0.0
}

***

Record 3
{
  "formula": "C33H37ErN4O4S",
  "method": "the ωB97M-V functional and the def2-TZVPD basis",
  "elements": ["Er", "S", "O", "O", "O", "O", "N", "N", "N", "N", "C", "C", "C", "C", "C", "C", "C", "C", "C", "C", "C", "C", "C", "C", "C", "C", "C", "C", "C", "C", "C", "C", "C", "C", "C", "C", "C", "C", "C", "C", "C", "C", "C", "H", "H", "H", "H", "H", "H", "H", "H", "H", "H", "H", "H", "H", "H", "H", "H", "H", "H", "H", "H", "H", "H", "H", "H", "H", "H", "H", "H", "H", "H", "H", "H", "H", "H", "H", "H", "H"],
  "positions_angstrom": [[-17.379, 4.589, 2.778], [-16.493, 7.697, 1.109], [-15.346, 4.895, 3.673], [-16.864, 6.186, 1.350], [-13.767, 1.800, 1.348], [-15.691, 3.194, 2.263], [-18.279, 2.671, 3.663], [-21.144, 11.367, -0.840], [-18.203, 4.579, 5.743], [-18.148, 3.122, 0.799], [-19.963, 7.022, 2.133], [-20.925, 6.898, 1.099], [-19.011, 0.323, 3.248], [-17.660, 2.359, 4.846], [-12.951, 2.506, 2.112], [-18.653, 1.658, 2.788], [-15.145, 8.047, 2.235], [-16.291, 0.867, 6.285], [-19.325, -0.346, 0.948], [-21.242, 7.999, 0.367], [-19.642, 4.569, 6.178], [-16.282, 1.789, 7.309], [-19.069, 0.904, 0.484], [-19.397, 8.290, 2.313], [-12.440, 4.463, 3.426], [-17.012, 2.951, -0.144], [-11.106, 4.289, 3.188], [-17.519, 5.730, 6.359], [-11.554, 2.191, 2.071], [-14.855, 3.913, 2.975], [-18.629, 1.887, 1.360], [-15.577, 7.611, -0.409], [-20.713, 9.279, 0.587], [-21.012, 10.371, -0.186], [-16.816, 1.215, 5.033], [-13.417, 3.608, 2.925], [-17.596, 3.304, 5.929], [-19.283, 3.868, 0.224], [-19.294, -0.659, 2.299], [-19.496, 5.945, 2.942], [-19.762, 9.388, 1.585], [-10.671, 3.066, 2.648], [-16.861, 3.028, 7.087], [-16.754, 3.781, 7.828], [-16.746, 0.527, 4.187], [-17.421, 2.991, -1.153], [-19.547, 3.462, -0.826], [-14.916, 6.711, -0.381], [-16.328, 7.504, -1.220], [-14.784, 9.053, 2.029], [-11.191, 1.255, 1.591], [-19.520, -1.682, 2.626], [-14.713, 2.156, 1.680], [-18.025, 6.659, 6.043], [-15.066, 8.622, -0.529], [-19.307, 10.383, 1.767], [-20.050, 5.494, 5.813], [-12.734, 5.298, 4.034], [-21.896, 7.873, -0.515], [-16.506, 1.979, 0.018], [-15.961, -0.164, 6.406], [-14.401, 7.297, 2.161], [-19.036, 0.151, 4.288], [-10.378, 5.097, 3.317], [-19.035, 4.951, 0.130], [-20.138, 5.090, 3.020], [-16.283, 3.752, -0.030], [-21.430, 5.913, 1.026], [-20.221, 3.709, 0.835], [-19.640, 4.486, 7.266], [-16.480, 5.722, 5.968], [-19.114, 6.276, 3.934], [-18.754, 8.492, 3.186], [-17.520, 5.751, 7.482], [-19.161, 1.166, -0.567], [-15.580, 8.011, 3.256], [-15.907, 1.530, 8.330], [-19.469, -1.132, 0.226], [-9.623, 2.769, 2.644], [-20.171, 3.742, 5.702]],
  "orbital_gap_ev": [6.59, 6.59],
  "multiplicity": 4
}

***

For the records above, the corresponding DFT total energy values read -97540.9360 -73018.7812 -87429.4190 eV.